Record 1
ORCA calculation (ωB97M-V/def2-TZVPD) on a structure of composition C19H22IrN6O5Te.

Output
Electronic energy in eV: -49358.270
HOMO (alpha / beta) in eV: -14.031 / -14.030
Kohn-Sham gap (alpha / beta) in eV: 8.04 / 5.73
ΔE to the lowest compared entry with this formula, charge and spin in eV: 0.094
Expectation value of S²: 0.754

```
! wB97M-V def2-TZVPD RIJCOSX def2/J DEFGRID3
* xyz 2 2
Ir 0.4325 0.5921 0.6590
O 0.8414 -4.9099 -1.7256
C 0.7140 -3.6814 -1.2464
C -0.1797 -2.7343 -1.7773
C -0.2153 -1.4926 -1.1909
N 0.5733 -1.2172 -0.1588
C 1.4379 -2.0856 0.3669
C 1.5401 -3.3481 -0.1558
C 2.2329 -1.4838 1.5130
O 2.9731 -2.1329 2.1846
O 1.9806 -0.1783 1.6988
C -1.0522 -0.2979 -1.6084
O -1.8835 -0.3514 -2.4589
O -0.7456 0.8169 -0.9154
H 0.2493 -5.0877 -2.4691
H -0.8208 -2.9526 -2.6222
H 2.2352 -4.0703 0.2509
C -3.1550 0.6414 4.8172
N -2.3855 -0.1167 3.8244
C -2.3975 -1.5795 3.8847
C -1.6379 0.4864 2.9051
N -0.8177 -0.1547 2.1078
N -1.7953 1.8580 2.7889
C -0.9424 2.7741 2.2218
N -1.2350 4.0516 2.4798
N 0.0821 2.4222 1.4915
H -3.5079 -0.0472 5.5771
H -4.0339 1.1149 4.3727
H -2.5300 1.3833 5.3147
H -3.2143 -1.8945 4.5249
H -1.4660 -1.9688 4.3021
H -2.5685 -1.9991 2.8929
H -0.6626 -1.1159 2.3834
H -2.6062 2.2406 3.2487
H -1.9401 4.3243 3.1436
H -0.7065 4.7948 2.0539
H 0.6260 3.2207 1.1915
C 1.4731 2.4084 -2.4824
Te 2.4278 1.6027 -0.7484
C 3.0535 0.0200 -2.0406
C 2.9307 0.5959 -3.4312
C 3.5712 -0.0254 -4.5002
C 3.4352 0.4868 -5.7783
C 2.6669 1.6246 -5.9945
C 2.0383 2.2513 -4.9331
C 2.1655 1.7372 -3.6459
H 1.6107 3.4880 -2.4864
H 0.4107 2.1740 -2.4273
H 2.4108 -0.8466 -1.8908
H 4.0746 -0.2446 -1.7736
H 4.1834 -0.9025 -4.3303
H 3.9401 0.0071 -6.6054
H 2.5698 2.0318 -6.9916
H 1.4518 3.1456 -5.1024
*
```

***

Record 2
ORCA calculation (ωB97M-V/def2-TZVPD) on an isolated molecule of C19H22N2O5S.

Output
Electronic energy in eV: -44112.667
HOMO in eV: -8.020
Kohn-Sham gap in eV: 8.75
ΔE to the lowest compared entry with this formula, charge and spin in eV: 1.963
Structure (SMILES): CS(=O)(=O)N(CCc1ccccc1)CC(=O)NCc1ccc2c(c1)OCO2

```
! wB97M-V def2-TZVPD RIJCOSX def2/J DEFGRID3
* xyz 0 1
C 0.8193 -2.2855 -1.2606
S -0.2650 -1.4414 -0.0936
O 0.3472 -0.2239 0.3606
O -0.6546 -2.4012 0.9011
N -1.5808 -1.0206 -1.0223
C -2.7413 -1.8777 -1.0257
C -3.5388 -1.8904 0.2933
C -3.8612 -0.5019 0.7596
C -3.0479 0.1208 1.7001
C -3.3066 1.4202 2.1003
C -4.3830 2.1113 1.5681
C -5.2011 1.4963 0.6357
C -4.9403 0.1978 0.2339
C -1.7041 0.3773 -1.3609
C -0.3663 0.8520 -1.9269
O 0.1944 0.2408 -2.8158
N 0.0791 2.0244 -1.4326
C 1.4370 2.4782 -1.7092
C 2.3806 1.8384 -0.7247
C 2.6614 2.4494 0.4862
C 3.3989 1.8094 1.4789
C 3.8127 0.5273 1.2169
C 3.5363 -0.0904 -0.0024
C 2.8419 0.5477 -0.9955
O 4.0448 -1.3663 0.0091
C 4.6266 -1.5353 1.2846
O 4.5141 -0.3358 2.0166
H 0.4220 -3.2801 -1.4100
H 1.8126 -2.3269 -0.8312
H 0.8166 -1.7125 -2.1788
H -2.3879 -2.8921 -1.2275
H -3.3840 -1.5625 -1.8527
H -4.4552 -2.4606 0.1260
H -2.9352 -2.3967 1.0454
H -2.2011 -0.4157 2.1025
H -2.6667 1.8944 2.8302
H -4.5865 3.1247 1.8821
H -6.0450 2.0292 0.2219
H -5.5830 -0.2797 -0.4926
H -2.0015 0.9911 -0.5031
H -2.4601 0.4751 -2.1462
H -0.2928 2.3143 -0.5406
H 1.4526 3.5675 -1.6350
H 1.6717 2.1711 -2.7298
H 2.2940 3.4474 0.6746
H 3.6152 2.2842 2.4210
H 2.6252 0.0683 -1.9341
H 5.6904 -1.7988 1.1721
H 4.1059 -2.3458 1.8212
*
```

***

Record 3
ORCA calculation (ωB97M-V/def2-TZVPD) on a structure of composition C19H22N2O6Pr.

Output
Electronic energy in eV: -49391.763
HOMO (alpha / beta) in eV: -11.555 / -11.556
Kohn-Sham gap (alpha / beta) in eV: 7.80 / 7.83
ΔE to the lowest compared entry with this formula, charge and spin in eV: 0.979
Expectation value of S²: 2.002

```
! wB97M-V def2-TZVPD RIJCOSX def2/J DEFGRID3
* xyz 1 3
Pr -0.9471 -0.4117 0.5852
C -1.5628 2.0088 -3.3651
C -1.1528 2.0683 -1.9043
C -0.3770 3.4048 -1.4815
O -0.4183 0.8883 -1.4786
C -2.4666 2.0343 -1.0412
O -3.4660 2.6707 -1.3467
O -2.2785 1.4229 0.0242
H -0.7832 2.0634 -4.0977
H -2.1723 2.8868 -3.5329
H -2.2382 1.1557 -3.6046
H 0.5030 3.5125 -2.1282
H -0.0743 3.3213 -0.4335
H -1.0766 4.2248 -1.6707
H 0.2759 0.6380 -2.1008
C -4.1533 -2.9993 -1.4963
C -2.7712 -2.6571 -1.1474
O -2.4993 -2.1905 0.0292
N -1.7680 -2.7692 -2.0504
C -0.4413 -3.2672 -1.7159
C 0.5559 -2.1307 -1.7481
C 1.4605 -2.0290 -2.8451
C 2.5427 -1.2053 -2.7529
C 2.8068 -0.4628 -1.6007
C 1.9132 -0.5052 -0.5201
N 0.7996 -1.3352 -0.7209
H -4.5696 -3.4755 -0.5778
H -4.2477 -3.6423 -2.3255
H -4.8396 -2.0995 -1.5884
H -2.1074 -2.8923 -2.9710
H -0.2159 -4.1767 -2.2843
H -0.5603 -3.6204 -0.6500
H 1.2401 -2.5443 -3.7313
H 3.2351 -1.0615 -3.6068
H 3.7036 0.1347 -1.5741
H 1.8887 0.2518 0.2583
O -0.0749 -0.7234 2.6682
C 0.6820 0.3121 2.5790
O 0.5320 1.2209 1.6682
C 1.6642 0.5493 3.6669
C 1.3609 -0.1157 4.9235
C 1.8431 0.3648 6.1188
C 2.7129 1.4859 6.1155
C 3.0985 2.0987 4.9370
C 2.5633 1.6384 3.7111
H 0.6309 -0.9606 4.9793
H 1.5841 -0.0665 7.1178
H 3.0645 1.9183 7.0436
H 3.7824 2.9137 4.9023
H 2.8182 2.1533 2.7646
*
```

***

Record 4
ORCA calculation (ωB97M-V/def2-TZVPD) on an isolated molecule of C19H22N2OS.

Output
Electronic energy in eV: -35922.003
HOMO in eV: -8.306
Kohn-Sham gap in eV: 9.03
ΔE to the lowest compared entry with this formula, charge and spin in eV: 1.974
Structure (SMILES): CCc1cc(CCc2nc3c(C)ccc(C)c3o2)c(S)nc1C

```
! wB97M-V def2-TZVPD RIJCOSX def2/J DEFGRID3
* xyz 0 1
C -1.4350 1.1552 3.6675
C -1.9022 -0.0075 2.8362
C -0.6992 -1.0240 2.5646
C -0.4871 -1.1851 1.1778
C 0.5735 -1.9761 0.7400
C 0.7778 -2.0680 -0.7264
C 2.1281 -1.3304 -1.1223
C 1.9248 0.1340 -1.3463
N 2.0306 0.6706 -2.5230
C 1.6117 2.0091 -2.2641
C 1.3495 3.1012 -3.0550
C 1.5690 3.0073 -4.5839
C 0.8864 4.2525 -2.4832
C 0.5460 4.3104 -1.1138
C 0.8401 3.2263 -0.2722
C 0.6101 3.3492 1.1482
C 1.3193 2.0733 -0.8396
O 1.5902 0.8814 -0.2867
C 1.3139 -2.6175 1.7299
S 2.6251 -3.7114 1.3075
N 1.0142 -2.5901 3.0312
C 0.0123 -1.8007 3.5168
C -0.0845 -1.7377 5.0285
H -1.2771 2.0067 3.0519
H -2.1566 1.5104 4.4253
H -0.5235 0.8995 4.2176
H -2.4232 0.4045 1.9495
H -2.6841 -0.5698 3.4195
H -1.2108 -0.6329 0.4922
H 0.7653 -3.0775 -0.9949
H -0.0380 -1.6788 -1.2003
H 2.6110 -1.8034 -2.0309
H 2.8266 -1.4278 -0.3131
H 2.3503 2.2471 -4.8914
H 1.8099 3.9634 -5.0014
H 0.6815 2.5965 -5.0506
H 0.6916 5.0701 -3.0791
H 0.1930 5.2552 -0.5974
H 0.4326 2.4432 1.6924
H 1.5797 3.8501 1.4500
H -0.1393 4.0807 1.3758
H 2.6330 -4.1640 2.6202
H -1.0640 -1.9553 5.3801
H 0.0781 -0.8310 5.5133
H 0.5623 -2.4962 5.2526
*
```

***

Record 5
ORCA calculation (ωB97M-V/def2-TZVPD) on an isolated molecule of C19H22N4O3S.

Output
Electronic energy in eV: -42999.987
HOMO in eV: -8.921
Kohn-Sham gap in eV: 8.53
ΔE to the lowest compared entry with this formula, charge and spin in eV: 0.000
Structure (SMILES): CCC(CC)c1nnc(NC(=O)CCCN2C(=O)c3ccccc3C2=O)s1

```
! wB97M-V def2-TZVPD RIJCOSX def2/J DEFGRID3
* xyz 0 1
C 1.6052 2.5259 2.5261
C 1.8018 1.2804 3.3848
C 2.3118 0.0459 2.6266
C 3.5410 0.3732 1.7597
C 4.2870 -0.8742 1.3073
C 1.2442 -0.6195 1.8244
N 1.3742 -1.8021 1.3348
N 0.3004 -2.2704 0.7097
C -0.6857 -1.4385 0.7202
N -1.9169 -1.7144 0.1849
C -2.9241 -0.7844 0.1832
O -2.7471 0.3209 0.6457
C -4.2441 -1.2582 -0.3801
C -4.1809 -1.7025 -1.8440
C -3.7310 -0.5773 -2.7771
N -2.3865 -0.1369 -2.4789
C -2.0760 1.1749 -2.1130
O -2.8710 2.0738 -2.0671
C -0.6166 1.1693 -1.8591
C 0.2276 2.1731 -1.4343
C 1.5770 1.8628 -1.2910
C 2.0560 0.5891 -1.5584
C 1.2021 -0.4281 -1.9720
C -0.1327 -0.1162 -2.1221
C -1.2754 -0.9635 -2.5287
O -1.2974 -2.1314 -2.8340
S -0.3460 0.0748 1.5161
H 0.9559 2.3227 1.6785
H 1.1449 3.3097 3.1229
H 2.5565 2.8983 2.1550
H 2.5190 1.5129 4.1756
H 0.8547 1.0256 3.8661
H 2.6301 -0.6962 3.3700
H 3.2199 0.9457 0.8898
H 4.2115 1.0004 2.3516
H 5.1092 -0.6047 0.6478
H 3.6141 -1.5472 0.7833
H 4.6949 -1.4046 2.1644
H -2.0243 -2.6277 -0.2345
H -4.9472 -0.4298 -0.2752
H -4.5946 -2.0905 0.2353
H -5.1767 -2.0231 -2.1537
H -3.5045 -2.5499 -1.9660
H -3.7671 -0.9308 -3.8127
H -4.3731 0.3012 -2.6710
H -0.1524 3.1593 -1.2190
H 2.2626 2.6315 -0.9655
H 3.1082 0.3769 -1.4439
H 1.5617 -1.4268 -2.1626
*
```

***

Record 6
ORCA calculation (ωB97M-V/def2-TZVPD) on an isolated molecule of C19H22N6O2.

Output
Electronic energy in eV: -33094.102
HOMO in eV: -9.190
Kohn-Sham gap in eV: 9.37
ΔE to the lowest compared entry with this formula, charge and spin in eV: 2.133
Structure (SMILES): CONC(=O)c1ccc(C)c(Nc2ncnc(NC3CCCC3)c2C#N)c1

```
! wB97M-V def2-TZVPD RIJCOSX def2/J DEFGRID3
* xyz 0 1
C -2.2602 3.3581 4.9082
O -2.0522 1.9445 4.9639
N -1.0317 1.4872 4.0643
C 0.3039 1.6776 4.2908
O 0.7095 2.4407 5.1627
C 1.2294 0.8649 3.5067
C 2.5647 1.2287 3.3133
C 3.4197 0.4129 2.5349
C 2.9487 -0.7398 1.9111
C 3.8885 -1.5740 1.1221
C 1.5882 -1.1048 2.0723
N 1.0109 -2.2737 1.5074
C 0.4605 -2.3399 0.2467
N 0.7985 -3.4767 -0.2778
C 0.3613 -3.6846 -1.5378
N -0.3477 -2.7869 -2.2235
C -0.6996 -1.6921 -1.6417
N -1.3792 -0.7693 -2.3384
C -1.6727 -0.7506 -3.7679
C -2.7460 0.3498 -3.9954
C -2.0957 1.4747 -4.7910
C -0.5987 1.2736 -4.6790
C -0.4511 -0.2737 -4.5893
C -0.3365 -1.3919 -0.3706
C -0.8124 -0.1850 0.2562
N -1.2746 0.7882 0.6777
C 0.7838 -0.3434 2.9195
H -1.6488 3.8303 5.6287
H -3.3067 3.5744 5.1705
H -2.0121 3.7118 3.9097
H -1.3115 0.8823 3.2890
H 2.9578 2.1514 3.7790
H 4.4856 0.6628 2.4228
H 4.8196 -0.9991 0.9843
H 4.0535 -2.5042 1.6565
H 3.4345 -1.8125 0.1364
H 1.6105 -3.0805 1.5854
H 0.5498 -4.5874 -2.0973
H -1.8068 -0.0558 -1.7538
H -2.0321 -1.7187 -4.1373
H -3.1797 0.8176 -3.0532
H -3.5685 -0.1484 -4.5411
H -2.3603 2.4684 -4.4238
H -2.4213 1.4110 -5.8642
H -0.2408 1.7615 -3.7894
H -0.0736 1.6627 -5.5486
H 0.5068 -0.5687 -4.1051
H -0.5091 -0.7187 -5.5874
H -0.2559 -0.6546 3.0933
*
```

***

Record 7
ORCA calculation (ωB97M-V/def2-TZVPD) on a structure of composition C19H23Br9F12O8.

Output
Electronic energy in eV: -699447.417
HOMO in eV: -10.080
Kohn-Sham gap in eV: 9.85
ΔE to the lowest compared entry with this formula, charge and spin in eV: 0.000

```
! wB97M-V def2-TZVPD RIJCOSX def2/J DEFGRID3
* xyz 0 1
C -2.0743 -7.1008 -3.7848
Br -1.7333 -9.0218 -3.6513
Br -2.7242 -6.4205 -2.0879
Br -3.3297 -6.7436 -5.1997
H -1.0967 -6.7019 -4.0148
C -5.0545 -6.2886 1.8097
Br -6.3422 -5.5681 3.1048
Br -3.8903 -4.8823 1.1598
Br -5.9920 -7.2623 0.3991
H -4.4209 -6.9559 2.3749
C -5.6794 0.8099 -0.7898
Br -6.5629 0.6391 -2.5325
Br -4.5107 2.3627 -0.8173
Br -4.5178 -0.7584 -0.5521
H -6.4210 0.8142 -0.0050
C 3.2225 7.1189 -1.3031
C 3.5001 5.7385 -0.7059
O 3.5598 5.7357 0.7201
C 2.8251 4.9420 1.4570
O 1.9538 4.1971 1.1233
C 3.0999 5.2078 2.9636
F 2.7555 4.1760 3.7048
F 4.3719 5.5218 3.1793
F 2.3276 6.2458 3.3232
H 2.6697 7.7595 -0.6178
H 2.7581 7.0824 -2.2852
H 4.1868 7.5985 -1.4907
H 4.4839 5.4669 -1.0791
H 2.7579 5.0319 -1.0672
C 4.0186 -6.0078 2.1499
C 4.7644 -5.4308 0.9477
O 4.3625 -5.9288 -0.3301
C 3.1092 -5.6732 -0.6593
O 2.3256 -5.0297 -0.0459
C 2.7545 -6.2296 -2.0550
F 3.2283 -5.3674 -2.9534
F 3.2337 -7.4480 -2.2855
F 1.4304 -6.3105 -2.1723
H 4.5025 -6.9691 2.3699
H 3.0078 -6.3565 1.9591
H 4.1537 -5.3598 3.0091
H 5.8409 -5.5672 1.0335
H 4.7114 -4.3387 1.0133
C -0.9889 5.6504 2.9786
C -2.1233 5.3500 1.9892
O -1.6081 5.0150 0.7310
C -2.2258 5.4538 -0.3598
O -3.2869 6.0021 -0.3943
C -1.3676 5.3296 -1.6172
F -2.1268 4.9637 -2.6469
F -0.9011 6.5651 -1.8973
F -0.3389 4.5205 -1.4985
H -1.2854 5.5603 4.0230
H -0.7568 6.7140 2.8886
H -0.1527 4.9910 2.7575
H -2.8656 6.1501 2.0265
H -2.7140 4.5190 2.3973
C -1.5034 -3.0001 -1.0150
C -0.2469 -2.1525 -0.8818
O -0.6414 -0.9855 -0.1682
C 0.1577 0.0636 -0.1381
O 1.3034 0.0459 -0.4781
C -0.6077 1.3698 0.2507
F 0.2596 2.2750 0.6612
F -1.2717 1.8387 -0.8093
F -1.4495 1.0369 1.2305
H -2.0692 -3.0798 -0.0859
H -1.3973 -3.9914 -1.4396
H -2.1848 -2.3831 -1.6090
H 0.2596 -1.8324 -1.7979
H 0.5675 -2.7167 -0.4138
*
```

***

Record 8
ORCA calculation (ωB97M-V/def2-TZVPD) on a structure of composition C19H23Cl21IN2O3.

Output
Electronic energy in eV: -300248.282
HOMO in eV: -10.630
Kohn-Sham gap in eV: 6.21

```
! wB97M-V def2-TZVPD RIJCOSX def2/J DEFGRID3
* xyz 1 1
C -0.3341 1.6628 -5.1065
C 0.0597 0.5019 -4.2119
C -0.6654 0.4331 -2.7374
C -2.3361 0.4012 -2.6676
N -2.7013 0.3830 -1.1712
C -1.3486 0.3897 -0.4738
C -1.4353 0.4018 1.1631
C -1.1825 1.8608 1.8653
C -0.7398 3.0560 0.7955
O -1.8602 3.5335 -0.0268
C -1.4410 4.4900 -1.0595
C 0.0651 4.6891 -1.6720
O -2.4199 5.2608 -1.5984
N -0.1011 0.3945 -1.3309
C 1.3661 0.3914 -0.9624
C 1.7500 -0.4917 0.3642
O 2.3590 0.1203 1.4151
I 1.2807 -2.6214 0.5558
H -1.3736 1.5439 -5.6779
H 0.2920 2.6475 -5.2197
H 0.8501 -0.2821 -4.6119
H -3.1049 0.4229 -3.5663
H -3.6672 0.3875 -0.7716
H -0.7602 -0.4626 1.5812
H -2.5556 0.0929 1.4366
H -2.0614 2.2096 2.5907
H -0.2384 1.7321 2.5827
H -0.4023 3.9716 1.4829
H 0.1724 2.6279 0.2013
H 0.8799 5.0097 -0.8684
H 0.5042 3.6958 -2.1668
H 0.0874 5.5045 -2.5361
H 1.7476 1.5154 -0.8485
H 1.9468 -0.0874 -1.8770
C 3.9983 0.0368 -6.0827
Cl 5.3862 0.1266 -4.9849
Cl 2.7376 -1.0091 -5.4073
Cl 3.3558 1.6559 -6.4068
H 4.3346 -0.3959 -7.0284
C 3.2611 -6.1403 -1.0874
Cl 4.8385 -5.3382 -1.1774
Cl 2.6517 -6.1292 0.5763
Cl 2.1036 -5.3607 -2.1791
H 3.3849 -7.1797 -1.4019
C 1.5448 -2.1989 4.6785
Cl 2.9327 -2.1091 5.7763
Cl 0.2841 -3.2447 5.3539
Cl 0.9024 -0.5797 4.3544
H 1.8812 -2.6316 3.7328
C -1.7974 -1.2476 8.3371
Cl -2.6575 0.2113 7.8160
Cl -2.6897 -2.7009 7.8563
Cl -0.1569 -1.2748 7.6681
H -1.7245 -1.2333 9.4276
C 5.4670 0.9360 0.2645
Cl 4.9501 -0.6169 -0.4144
Cl 7.2352 1.0476 0.2863
Cl 4.7701 2.2801 -0.6560
H 5.1051 0.9994 1.2939
C -2.9751 1.6797 -8.7257
Cl -1.8129 1.6617 -7.3884
Cl -2.2252 1.0679 -10.2098
Cl -4.4107 0.7257 -8.3150
H -3.2862 2.7133 -8.8977
C -6.0374 -4.1174 9.5955
Cl -4.8751 -4.1354 10.9328
Cl -5.2875 -4.7292 8.1113
Cl -7.4729 -5.0714 10.0062
H -6.3484 -3.0838 9.4234
*
```